{"formula": "C31H21BrMgN4O3", "method": "wB97M-V/def2-TZVPD", "lumo_energy_ev": -0.87, "fmax_ev_per_a": 1.5, "gap_ha": 0.2432, "homo_ev": -7.485, "de_lowest_ev": 0.307, "species": ["Mg", "Br", "C", "C", "C", "C", "O", "C", "C", "N", "C", "C", "C", "C", "C", "C", "C", "C", "N", "C", "C", "H", "H", "H", "H", "H", "H", "H", "H", "H", "H", "O", "C", "N", "C", "C", "O", "N", "C", "C", "C", "C", "C", "C", "C", "C", "C", "C", "C", "C", "H", "H", "H", "H", "H", "H", "H", "H", "H", "H", "H"], "coordinates": [[0.0511, 0.4860, -0.1148], [0.8156, 7.1777, 1.6641], [0.1539, 5.4462, 1.2402], [-0.8331, 5.3114, 0.2599], [-1.3129, 4.0686, -0.0488], [-0.7935, 2.8893, 0.5468], [-1.2289, 1.7448, 0.1772], [0.2198, 3.0591, 1.5523], [0.8678, 1.9586, 2.1718], [0.6767, 0.7554, 1.7567], [1.2961, -0.3739, 2.2089], [2.3045, -0.4687, 3.1515], [2.7720, -1.7207, 3.5647], [2.2495, -2.8860, 3.0613], [1.2541, -2.8369, 2.0615], [0.6583, -3.9796, 1.4855], [-0.2699, -3.8250, 0.4887], [-0.5889, -2.5290, 0.0524], [-0.0724, -1.4485, 0.5837], [0.8120, -1.5680, 1.5932], [0.6579, 4.3529, 1.8903], [-1.2047, 6.1867, -0.2498], [-2.0870, 3.9498, -0.7922], [1.5449, 2.1885, 2.9972], [2.7335, 0.4298, 3.5697], [3.5463, -1.7608, 4.3171], [2.6024, -3.8450, 3.4137], [0.9363, -4.9631, 1.8367], [-0.7398, -4.6804, 0.0277], [-1.3034, -2.3734, -0.7469], [1.4347, 4.4633, 2.6344], [3.3503, 2.3171, 0.6895], [2.6510, 2.3002, -0.3002], [2.5616, 3.3071, -1.2230], [1.7389, 2.9327, -2.3593], [1.1635, 1.6304, -1.7892], [0.2227, 0.9547, -2.2088], [1.7837, 1.3019, -0.6732], [2.6135, 2.7154, -3.5915], [2.1900, 3.1330, -4.8487], [3.0565, 3.0986, -5.9270], [4.3467, 2.6232, -5.7718], [4.7560, 2.1492, -4.5373], [3.8999, 2.2042, -3.4501], [0.7179, 4.0064, -2.6826], [-0.5831, 3.7175, -3.0694], [-1.4391, 4.7437, -3.4425], [-1.0051, 6.0589, -3.4248], [0.2977, 6.3501, -3.0546], [1.1547, 5.3267, -2.6955], [3.2680, 4.0208, -1.2786], [1.1888, 3.5078, -4.9943], [2.7281, 3.4667, -6.8889], [5.0259, 2.6141, -6.6119], [5.7544, 1.7538, -4.4158], [4.2455, 1.8605, -2.4847], [-0.9217, 2.6919, -3.0762], [-2.4470, 4.5127, -3.7611], [-1.6752, 6.8576, -3.7096], [0.6578, 7.3701, -3.0632], [2.1761, 5.5595, -2.4361]], "forces_ev_per_angstrom": [[-0.34, -1.18, -0.76], [-0.02, 0.00, -0.04], [0.30, 0.08, 0.27], [-0.03, -0.14, 0.12], [-0.10, 0.03, 0.15], [0.07, 0.78, 0.42], [-1.38, 0.55, -0.15], [-0.26, 0.44, -0.37], [0.09, -0.29, 0.39], [0.01, 0.69, 0.62], [0.75, -0.57, 0.80], [-0.46, 0.15, -0.41], [-0.02, -0.40, 0.02], [0.09, 0.19, 0.10], [-0.09, 0.37, -0.13], [-0.14, 0.24, -0.21], [0.12, -0.08, 0.15], [-0.15, -0.24, -0.05], [-0.33, -0.34, -0.47], [0.70, -0.65, 0.95], [-0.06, 0.15, -0.19], [-0.08, 0.08, -0.04], [-0.01, -0.04, 0.00], [0.00, -0.07, 0.00], [0.00, 0.04, 0.04], [0.07, -0.04, 0.02], [0.00, -0.06, 0.01], [0.06, -0.07, 0.01], [-0.05, 0.00, -0.03], [0.05, -0.07, -0.08], [0.04, 0.04, 0.04], [0.20, -0.09, 0.26], [0.28, 0.49, 0.08], [0.01, 0.22, -0.10], [0.03, 0.38, -0.15], [0.92, 0.71, -0.55], [-0.80, -0.55, -0.55], [0.57, -0.55, 0.13], [0.12, -0.04, -0.23], [0.04, -0.10, -0.05], [0.05, -0.02, -0.11], [0.00, -0.07, -0.10], [0.08, -0.03, 0.04], [-0.05, -0.06, -0.04], [-0.24, 0.06, 0.07], [0.10, -0.05, -0.03], [0.00, 0.06, -0.07], [-0.15, 0.03, -0.06], [0.13, 0.02, 0.02], [-0.13, -0.06, 0.05], [0.03, -0.07, 0.07], [-0.03, 0.07, 0.03], [-0.04, -0.02, -0.05], [0.05, -0.01, -0.05], [0.06, -0.02, 0.04], [0.01, 0.00, 0.07], [-0.02, -0.02, -0.01], [-0.05, -0.02, 0.05], [-0.06, 0.04, -0.04], [-0.03, 0.04, 0.03], [0.11, 0.07, 0.05]], "mulliken_charge": [0.25, -0.24, -0.31, -0.41, -0.46, 0.64, -0.99, 0.38, 0.16, 0.22, 0.43, -0.67, -0.93, -0.85, 0.75, -0.58, -0.78, -0.06, -0.25, 0.74, -0.85, 0.52, 0.58, 0.16, 0.37, 0.38, 0.40, 0.44, 0.39, 0.48, 0.46, -0.69, -0.37, 0.01, 3.81, 0.25, -0.89, -0.24, -0.27, -0.28, -0.94, -0.49, -0.94, -0.36, -0.82, -0.05, -0.86, -0.60, -0.99, -0.17, 0.37, 0.46, 0.42, 0.40, 0.41, 0.38, 0.41, 0.46, 0.40, 0.43, 0.34]}